Below is a structure of composition C13H9N2SeTl, with properties calculated with wB97M-V/def2-TZVPD.

Structure (XYZ):
```
26
Properties=species:S:1:pos:R:3
Tl 0.45 0.11 -2.35
C 1.04 1.10 -0.49
C 1.77 2.25 -0.21
C 2.23 2.57 1.13
C 2.93 3.72 1.43
C 3.28 4.67 0.45
C 2.87 4.39 -0.87
C 2.16 3.25 -1.19
H 1.99 1.87 1.92
H 3.23 3.90 2.46
H 3.83 5.57 0.69
H 3.12 5.09 -1.66
H 1.86 3.09 -2.22
Se -1.30 -2.86 -3.07
N -0.98 -1.92 -1.54
C -1.69 -2.53 -0.58
C -1.70 -2.11 0.77
C -2.47 -2.80 1.70
C -3.23 -3.91 1.32
C -3.25 -4.35 0.01
C -2.48 -3.68 -0.98
N -2.43 -4.04 -2.27
H -1.11 -1.25 1.06
H -2.47 -2.46 2.73
H -3.83 -4.44 2.07
H -3.84 -5.21 -0.29
```

The LUMO energy (alpha / beta) is 0.1790 / 0.1788 Eh. The value obtained for the total energy is -3184.0284 a.u. The HOMO energy (alpha / beta) comes out at 0.6788 / 1.0766 eV. Its total charge is -2. Its energy above the lowest of the compared OMol25 structures with the same formula, charge and spin is 0.0 kJ/mol.